Below is 4 unconnected molecules or ions with the total composition C4H10N2O in a non-equilibrium geometry, with properties calculated with ωB97M-V/def2-TZVPD.

ORCA input file:
```
! RIJCOSX wB97M-V def2-TZVPD def2/J DEFGRID3
* xyz 0 1
C -1.0839 -1.0883 -0.8420
C 1.8071 -0.7823 -0.0181
C 0.7161 0.2012 0.0185
N -1.3310 -1.9417 0.2118
N 0.4787 2.6478 0.5544
C 0.2483 1.3280 0.2304
O -1.9508 -0.2541 -1.2036
H -1.8145 1.0009 -0.6158
H -0.3421 -1.4538 -1.5545
H -1.9508 -1.5729 0.9181
H -0.5548 -2.4739 0.5730
H -0.3467 3.2273 0.6151
H 1.1132 2.7745 1.3320
H -1.3269 1.5586 -0.1327
H 2.7332 -0.3872 0.4090
H 1.5703 -1.6914 0.5459
H 2.0345 -1.0931 -1.0414
*
```

Values from the calculation:
calculated total energy: -9333.1800 eV
relative energy (zero: lowest compared OMol25 entry of this formula, charge and spin): 133.9 kcal per mole



Below is 2 unconnected molecules or ions with the total composition C4H10N2O in a non-equilibrium geometry, with properties calculated with ωB97M-V/def2-TZVPD.

ORCA input file:
```
! RIJCOSX wB97M-V def2-TZVPD def2/J DEFGRID3
* xyz 0 1
H 1.0442 2.2137 -0.7372
N 1.7460 1.6931 -0.2021
C 1.6836 0.4361 -0.4783
C 2.6775 -0.5468 0.0510
H 0.8979 0.0411 -1.1851
H 2.1552 -1.4447 0.3881
H 3.3645 -0.8294 -0.7505
H 3.2392 -0.1198 0.8846
C -2.4731 -0.9622 -0.2444
C -1.3002 -0.2921 0.4177
N -1.4260 1.0507 0.6167
O -0.4105 -0.9334 0.9886
H -2.0995 -1.6307 -1.0257
H -3.0292 -1.5372 0.5017
H -3.1518 -0.2345 -0.6975
H -0.6716 1.5158 1.1114
H -2.2464 1.5803 0.3610
*
```

Values from the calculation:
SMILES: [H]/N=C/C.CC(N)=O
calculated total energy: -9337.8217 eV
relative energy (zero: lowest compared OMol25 entry of this formula, charge and spin): 26.9 kcal per mole



Below is C4H10N2O in the gas phase in a non-equilibrium geometry, with properties calculated with ωB97M-V/def2-TZVPD.

ORCA input file:
```
! RIJCOSX wB97M-V def2-TZVPD def2/J DEFGRID3
* xyz 0 1
N -2.4200 -0.8204 -1.4766
C -1.1320 -0.1628 -1.3230
N -0.2807 -0.8774 -0.3954
C 0.1092 -0.1395 0.7956
C 1.5501 0.3622 0.6480
C 2.1701 1.1929 1.7468
O 2.3502 2.3801 1.6415
H -3.0133 -0.3763 -2.1439
H -2.4678 -1.8222 -1.4745
H -1.2950 0.8586 -0.9367
H -0.7161 0.0399 -2.3191
H -0.7947 -1.6986 -0.1354
H -0.5767 0.7036 0.9304
H 0.1078 -0.7668 1.6908
H 2.1646 -0.5136 0.4117
H 1.5910 0.9630 -0.2641
H 2.6533 0.6773 2.6039
*
```

Values from the calculation:
SMILES: NCNCCC=O
calculated total energy: -9336.6286 eV
relative energy (zero: lowest compared OMol25 entry of this formula, charge and spin): 54.4 kcal per mole



Below is C4H10N2O in the gas phase in a non-equilibrium geometry, with properties calculated with ωB97M-V/def2-TZVPD.

ORCA input file:
```
! RIJCOSX wB97M-V def2-TZVPD def2/J DEFGRID3
* xyz 0 1
C 0.2997 1.2926 1.2624
C -0.5589 0.6756 0.1259
C -2.0252 0.7064 0.4358
N 0.1857 -0.6166 -0.2662
C 1.1749 -0.9339 -1.3228
N 1.6065 -2.2196 -1.4182
O 1.6670 0.0054 -1.9257
H -0.2702 2.1717 1.6394
H 0.6780 0.5432 1.9997
H 1.1686 1.8391 0.8634
H -0.3993 1.1066 -0.8200
H -2.4220 1.6422 0.1459
H -2.2911 0.4467 1.5481
H -2.5907 -0.1176 -0.0578
H -0.4024 -1.5249 0.0754
H 1.6851 -2.8822 -0.5245
H 2.4942 -2.1347 -1.7610
*
```

Values from the calculation:
SMILES: CC(C)NC(N)=O
calculated total energy: -9336.8737 eV
relative energy (zero: lowest compared OMol25 entry of this formula, charge and spin): 48.7 kcal per mole



Below is 2 unconnected molecules or ions with the total composition C4H10N2O2 in a non-equilibrium geometry, with properties calculated with ωB97M-V/def2-TZVPD.

ORCA input file:
```
! RIJCOSX wB97M-V def2-TZVPD def2/J DEFGRID3
* xyz -1 2
C -1.3901 -2.6462 0.1055
C -1.8388 -1.8968 -1.1177
O -2.6460 -2.1020 -2.0193
N -1.1137 -0.6613 -1.3021
H -1.5037 0.0702 -1.7726
H -0.3520 -0.3611 -0.7038
H -0.8587 -2.1038 1.0008
H -0.7572 -3.4730 -0.2489
H -2.2375 -3.2396 0.5141
C 2.5095 1.0736 1.8356
C 1.4852 1.7952 0.9580
O 0.6271 1.0615 0.3838
N 1.8138 3.1667 0.7516
H 2.1227 0.3951 2.5692
H 3.3609 1.7156 2.2310
H 1.3226 3.8273 0.1429
H 2.5047 3.5670 1.3851
H 3.0539 0.4347 1.1304
*
```

Values from the calculation:
calculated total energy: -11384.4972 eV
<S²>: 0.750
relative energy (zero: lowest compared OMol25 entry of this formula, charge and spin): 29.9 kcal per mole



Below is C4H10N2O2 in the gas phase in a non-equilibrium geometry, with properties calculated with ωB97M-V/def2-TZVPD.

ORCA input file:
```
! RIJCOSX wB97M-V def2-TZVPD def2/J DEFGRID3
* xyz 0 1
C -0.5301 -0.4388 -0.7754
C -1.2191 0.6658 0.1157
C -1.1408 0.3182 1.5936
O -2.5859 0.7868 -0.2881
N 0.5479 -1.1180 -0.2057
C 1.7708 -0.0598 -0.0044
N 2.7802 -0.6305 -0.9203
O 1.4610 1.1496 -0.1750
H -0.2485 0.0529 -1.7248
H -1.3569 -1.1293 -0.9682
H -0.7742 1.6184 -0.1351
H -0.1143 0.4447 1.9282
H -1.3600 -0.7408 1.7291
H -1.7989 0.9399 2.1927
H -2.9235 -0.0951 -0.4489
H 2.0528 -0.3132 1.0428
H 3.0336 0.0329 -1.6393
H 2.4060 -1.4836 -1.3169
*
```

Values from the calculation:
calculated total energy: -11380.0050 eV
relative energy (zero: lowest compared OMol25 entry of this formula, charge and spin): 159.1 kcal per mole



Among the records above, which one has the highest relative energy (zero: lowest compared OMol25 entry of this formula, charge and spin)? number 6



What is the formula in the sixth record? C4H10N2O2



Copy entry 1 word for word.
Below is 4 unconnected molecules or ions with the total composition C4H10N2O in a non-equilibrium geometry, with properties calculated with ωB97M-V/def2-TZVPD.

ORCA input file:
```
! RIJCOSX wB97M-V def2-TZVPD def2/J DEFGRID3
* xyz 0 1
C -1.0839 -1.0883 -0.8420
C 1.8071 -0.7823 -0.0181
C 0.7161 0.2012 0.0185
N -1.3310 -1.9417 0.2118
N 0.4787 2.6478 0.5544
C 0.2483 1.3280 0.2304
O -1.9508 -0.2541 -1.2036
H -1.8145 1.0009 -0.6158
H -0.3421 -1.4538 -1.5545
H -1.9508 -1.5729 0.9181
H -0.5548 -2.4739 0.5730
H -0.3467 3.2273 0.6151
H 1.1132 2.7745 1.3320
H -1.3269 1.5586 -0.1327
H 2.7332 -0.3872 0.4090
H 1.5703 -1.6914 0.5459
H 2.0345 -1.0931 -1.0414
*
```

Values from the calculation:
calculated total energy: -9333.1800 eV
relative energy (zero: lowest compared OMol25 entry of this formula, charge and spin): 133.9 kcal per mole



The lowest calculated total energy belongs to which entry? number 5